(1)
Below is C30H84Be2Cl2N9O29Sr as an isolated structure at a distorted geometry, with properties calculated with ωB97M-V with the def2-TZVPD basis set.

The geometry in XYZ format:
```
157
Properties=species:S:1:pos:R:3:forces:R:3:lowdin_charge:R:1
H 8.929131 17.382381 10.699495 -0.63 -0.37 0.14 0.096
O 9.566134 13.549397 12.009821 -0.45 -0.44 -0.31 0.095
O 13.834989 16.375501 13.634201 -0.72 0.57 1.98 -0.121
C 12.325390 12.235567 7.634955 1.42 -0.92 0.75 -0.371
H 8.922587 13.261517 16.767910 -0.31 -0.52 -1.00 0.126
C 13.918088 9.851801 14.968163 1.84 -1.71 0.85 -0.319
N 7.607736 19.154836 15.288119 -1.66 -0.56 -1.57 0.024
O 11.752493 9.991262 11.543483 1.03 0.01 -0.98 -0.058
C 15.853412 20.369303 12.781967 -0.54 0.83 1.00 -0.215
C 16.774874 15.958110 8.922068 -1.78 1.04 0.80 -0.114
H 12.379010 10.738271 16.152467 -0.07 -0.10 0.37 0.111
C 17.190662 15.033330 14.493341 -1.16 -1.58 0.98 -0.395
H 6.242774 13.941271 18.474512 -0.06 -0.34 -0.05 0.091
C 10.222404 10.288922 14.747754 1.42 -0.94 -2.04 0.110
H 12.516557 8.372831 10.509068 0.41 -0.42 0.48 0.118
C 16.365337 19.347966 13.746321 0.32 0.39 0.91 -0.218
C 18.020451 13.754753 14.466030 -1.07 -0.53 0.12 -0.234
H 14.126209 20.493889 11.721901 0.42 -0.17 0.30 0.117
H 9.916498 9.305496 14.344706 -0.49 0.68 0.55 0.119
O 11.739201 16.060092 14.108277 0.48 -0.51 0.94 -0.027
O 12.472374 12.003451 12.360720 0.40 1.70 -2.17 0.011
H 6.818036 19.189942 15.948187 0.95 0.36 -0.10 0.066
O 16.520424 18.202154 12.958193 0.61 -0.97 -0.11 -0.211
C 14.550404 16.505881 19.340356 -0.82 -0.30 0.04 -0.238
O 18.779815 13.546147 15.625793 0.19 0.29 -0.02 -0.174
H 5.601716 20.917159 14.117994 0.06 0.45 0.66 0.061
H 15.163001 10.263319 16.704284 -0.14 -0.41 0.76 0.084
O 14.574138 19.891892 12.342653 0.11 -0.09 -0.55 -0.123
H 13.060814 16.482277 20.842395 -0.07 -0.72 -0.36 0.125
H 20.379609 12.736936 14.561950 -0.24 -0.24 0.38 0.099
H 12.075046 12.377307 5.577584 0.22 -0.35 -0.33 0.081
C 10.625451 8.792089 9.668035 0.97 -1.20 1.20 -0.221
C 11.562210 8.669018 10.925893 -0.52 1.30 -0.95 -0.089
H 8.186157 15.843762 11.341504 0.13 0.26 0.14 0.087
H 13.145957 10.962397 6.002294 -0.97 0.69 0.38 0.096
H 15.853453 10.721659 15.233292 0.50 0.37 -0.43 0.078
H 11.180386 8.067916 11.745802 -0.01 -0.45 -0.38 0.128
C 7.908523 18.825306 12.746207 -1.10 1.32 -0.85 -0.243
H 18.678302 13.723913 13.592830 -0.03 0.18 -0.21 0.120
H 9.970255 11.561897 18.321139 -0.41 0.17 0.16 0.086
O 11.695751 10.280269 14.321664 -1.97 0.33 -0.06 -0.184
N 12.956062 16.372197 14.536730 -1.36 -0.61 -0.60 -0.428
H 19.410517 17.020863 10.771503 -0.09 -0.39 0.42 0.096
N 16.912694 18.207295 10.079140 0.64 -1.62 0.58 0.018
O 17.113962 10.705954 12.289530 1.58 -0.50 1.43 -0.325
H 10.765968 13.726848 7.494578 -0.36 0.11 -0.80 0.123
C 6.505213 20.721044 13.551643 -0.11 0.66 0.97 -0.086
Sr 14.720449 17.359491 11.471601 -0.14 -0.45 0.04 1.584
H 7.530937 19.388462 11.877829 0.46 0.58 0.10 0.115
C 19.664648 12.477054 15.367612 -0.30 -0.61 0.25 -0.105
H 18.971013 15.393224 10.224701 0.04 -0.06 -0.47 0.092
N 10.676538 14.426019 16.630040 0.62 0.66 -0.58 0.106
H 10.791840 9.724083 9.139731 -0.19 0.40 0.29 0.086
H 9.839037 11.107630 14.169044 -0.65 0.24 -0.02 0.084
O 15.629379 15.728323 9.796363 0.36 -0.27 0.49 -0.350
H 15.583785 14.557927 13.296348 -0.14 -0.04 0.44 0.051
H 14.266551 14.172450 10.200095 -0.26 0.77 0.30 0.068
Cl 12.646686 17.741788 9.052873 0.25 -0.22 -2.22 0.695
O 15.420619 12.311490 12.420723 0.86 -0.20 -0.89 -0.414
H 8.833040 13.388645 9.167189 -0.28 -0.43 0.09 0.081
C 6.787370 13.819348 19.410925 0.45 0.07 0.32 -0.061
H 10.456712 15.419760 16.623710 -0.74 0.10 0.20 0.100
H 9.679345 14.595580 19.323139 -0.50 -0.27 -0.28 0.122
Cl 16.516225 11.748267 11.552279 -2.20 0.42 -0.82 0.679
H 8.255973 19.911083 15.406023 0.01 0.45 0.39 0.045
H 7.272059 21.508071 13.741193 -0.32 -0.71 0.48 0.084
H 14.508419 11.690160 15.964275 0.31 0.06 -0.29 0.092
H 14.243373 14.786457 8.500173 0.24 0.27 0.55 0.094
C 10.561886 12.376680 17.913095 -0.34 0.21 0.56 -0.037
H 11.147217 11.900783 17.126419 0.22 0.52 -0.02 0.040
O 13.107709 16.621053 15.727523 0.45 -0.22 -1.87 0.079
C 9.719380 13.561917 17.408752 0.43 0.04 0.35 -0.332
H 6.239706 13.214292 20.141339 0.29 -0.22 -0.46 0.092
H 13.456855 10.602691 8.448692 -0.35 0.36 -0.47 0.092
C 11.098574 12.964983 8.181728 0.89 -0.66 -1.01 -0.222
N 12.348676 13.228931 12.641333 0.08 -1.52 3.42 -0.353
C 13.094461 16.293908 19.746348 0.15 1.04 1.00 -0.239
H 6.845603 14.825698 19.848215 0.34 -0.19 0.02 0.086
C 12.480264 9.957629 15.405577 0.83 -0.65 1.20 -0.184
H 12.210325 8.955172 15.797960 -0.35 0.72 0.11 0.156
C 14.918968 10.695413 15.757970 -0.93 0.24 0.05 -0.010
H 14.815372 10.888463 13.413379 -1.08 -0.49 -0.31 0.086
H 8.974633 19.050669 12.821478 0.15 0.09 0.69 0.127
O 9.520328 14.551795 13.926552 0.19 1.44 0.03 -0.064
H 12.505430 17.165619 19.379011 0.02 -0.69 -0.36 0.125
N 9.028980 13.684968 13.078866 -0.89 -0.35 2.46 -0.472
H 14.963758 17.254263 20.027876 0.05 0.16 -0.25 0.117
H 13.185445 12.941661 7.549651 -0.63 -0.16 0.08 0.127
N 16.449060 15.077605 13.252082 -0.72 0.80 -1.50 0.041
Be 12.583564 10.600985 12.905441 -1.01 -1.08 0.17 0.134
H 9.063970 7.689970 10.003597 -0.20 -1.05 -0.04 0.076
O 10.143243 11.978959 8.429234 -1.84 0.28 -0.23 -0.190
H 11.032369 8.020913 9.000475 -0.44 -0.14 -0.12 0.126
H 15.095632 15.572780 19.532562 0.01 0.21 -0.40 0.129
H 9.539579 16.755222 12.154252 0.45 -0.63 0.48 0.067
H 17.257542 12.925720 14.324294 0.79 0.49 0.14 0.125
O 13.189882 17.341894 7.761309 -0.63 0.22 1.23 -0.322
H 8.013460 11.888536 8.595575 0.49 -0.28 0.09 0.091
C 8.612609 16.813734 11.607053 0.26 1.67 -0.41 -0.076
H 16.574684 20.548564 12.017989 0.33 -0.23 -1.12 0.112
C 14.863730 14.598920 9.399177 0.14 -1.19 -0.89 -0.108
H 14.154089 8.784050 15.209469 0.27 0.77 -0.73 0.160
H 8.632889 13.132767 7.473872 0.22 -0.54 -0.05 0.091
H 11.581934 14.473791 17.119736 -0.29 -0.39 -0.08 0.088
H 15.603071 19.211430 14.518362 -0.01 -0.22 0.08 0.131
H 17.309473 19.627707 14.271493 -0.57 0.05 -0.63 0.152
H 20.177858 12.192893 16.293081 0.03 0.33 -0.23 0.092
H 15.684829 14.131894 15.902987 0.21 0.33 -0.31 0.080
C 12.219410 11.545194 6.276320 -0.28 0.36 -0.18 -0.054
O 9.279083 8.606278 9.999685 -0.14 1.30 -0.13 -0.027
C 16.241127 15.075922 15.746789 0.61 0.24 -0.73 -0.020
N 12.675238 11.216410 8.704736 0.38 -0.01 -0.23 0.051
H 15.523485 15.927406 15.696212 0.66 -0.66 0.11 0.056
N 14.095159 10.109707 13.520520 0.73 0.45 -0.35 0.114
H 11.197970 12.744750 18.744262 0.01 -0.31 -0.62 0.089
H 14.576852 9.331650 13.055109 -0.38 0.16 0.20 0.153
H 16.894058 14.643458 12.439205 0.42 0.00 0.58 0.040
H 6.098730 18.598934 13.962983 0.22 0.09 -0.42 0.134
C 17.707975 17.042701 9.557525 -1.99 -1.06 -2.04 -0.372
O 12.558657 15.016715 19.370411 -0.19 0.53 0.49 -0.082
H 15.746456 21.323497 13.277451 -0.24 0.33 0.35 0.129
H 17.573194 18.810745 10.540979 0.08 0.28 0.29 0.078
H 6.175943 21.033011 12.564256 0.14 -1.11 -0.66 0.064
H 12.111008 10.538602 10.783819 -0.81 -0.19 0.57 0.116
O 11.337542 18.312831 8.913627 1.14 0.19 0.38 -0.290
H 11.342970 13.559816 9.044972 0.29 0.00 1.00 0.117
H 17.242534 15.002242 8.765443 0.64 -0.25 0.00 0.122
O 13.658225 18.681683 9.637691 -1.09 -0.21 0.17 -0.505
H 14.051728 17.587504 17.762406 0.32 -0.47 0.25 0.081
H 13.100488 11.781859 9.410115 0.41 0.46 0.91 0.042
C 6.961051 19.271776 13.911560 1.66 0.55 -0.32 -0.350
H 16.518590 18.730852 9.327852 -0.26 0.30 -0.84 0.083
H 17.046337 17.490065 13.347776 -0.26 0.04 0.28 0.077
H 11.322613 10.917670 6.183560 0.35 -0.03 0.22 0.080
C 18.571827 16.346014 10.542701 0.54 1.04 1.42 -0.044
H 17.822986 15.880469 14.598449 0.84 0.96 -0.10 0.115
C 8.832581 12.582617 8.410985 0.45 1.13 0.29 -0.067
O 11.857165 13.346118 13.837311 -0.21 0.69 0.11 0.024
O 15.940139 11.099647 10.391146 -0.31 1.05 -0.06 -0.347
O 8.114555 13.255542 19.160916 -1.83 0.60 0.26 -0.170
H 17.977588 16.133926 11.437812 0.27 0.16 0.09 0.061
H 8.394236 15.176183 18.241071 0.37 -1.51 0.15 0.149
H 19.036782 11.613378 15.075413 0.53 0.05 -0.20 0.089
H 16.286691 16.262887 8.006353 0.36 0.40 -0.63 0.130
Be 10.881138 14.567966 14.517656 1.78 0.64 0.13 0.216
O 8.074134 13.113124 13.598738 0.18 -0.73 -2.11 0.075
O 12.564556 16.586927 9.938489 0.48 0.18 0.54 -0.419
O 12.776001 14.090010 11.986523 -0.24 0.87 -0.94 0.198
C 8.923361 14.215079 18.579895 2.13 2.04 -0.35 -0.241
H 11.937644 14.759208 20.074945 0.37 0.10 -0.48 0.082
H 18.258141 17.386444 8.697718 0.73 0.12 -0.28 0.135
O 7.668625 17.537440 12.381175 -0.62 -3.10 0.24 -0.189
O 14.667516 16.863477 17.973309 0.20 0.10 0.18 -0.090
O 17.384895 12.837764 11.162672 -0.20 -0.70 0.40 -0.330
H 15.510360 13.739447 9.177029 0.33 0.29 -0.20 0.088
H 10.073623 10.396520 15.824362 0.47 0.01 -0.29 0.096
H 16.929137 15.191239 16.592805 -0.47 0.09 0.07 0.082
```
Positions in Å, forces in eV/Å.

## Properties
net charge	+1
electronic energy	-4847.93961	a.u.

***

(2)
Below is C26H32N2OSeSi2Ta as an isolated structure at a distorted geometry, with properties calculated with ωB97M-V with the def2-TZVPD basis set.

The geometry in XYZ format:
```
65
Properties=species:S:1:pos:R:3:forces:R:3:lowdin_charge:R:1
H 0.725623 -5.535030 2.752027 -0.02 -0.03 -0.01 0.130
H 5.960718 -2.448062 -0.515617 0.00 -0.02 0.02 0.136
H -2.716941 3.200535 -3.760638 -0.02 0.01 0.00 0.105
C 0.247373 1.114606 3.702770 -0.28 0.07 -0.38 -0.182
C -3.469634 2.417214 -3.658812 -0.05 0.02 -0.07 -0.014
H -1.536296 -1.424286 -1.881892 0.02 0.01 0.00 0.034
H 7.791398 -1.185891 -1.562769 0.03 0.00 0.00 0.135
H -7.725881 2.405842 -1.130879 0.00 0.00 0.00 0.100
H 0.474294 -4.065405 4.710668 0.00 0.01 0.02 0.130
H 0.785058 1.130621 4.654653 0.13 -0.13 -0.07 0.063
Ta 1.090871 0.596850 -0.580200 -0.10 0.81 0.81 1.559
Se 3.276719 2.565961 -2.285148 0.07 -0.02 0.04 1.217
H 2.532190 -2.892751 -1.826013 0.05 -0.02 -0.01 0.022
H -4.324624 2.706620 -4.263795 0.01 -0.01 -0.01 0.102
N 3.001632 0.962121 -1.384958 -0.21 -0.14 0.26 -0.463
C -2.939961 1.930691 -1.172641 0.20 -0.05 0.18 -0.081
H -5.940229 2.538012 -2.679709 -0.03 0.00 0.00 0.141
C 5.743095 -1.467534 -0.918519 -0.02 0.06 -0.03 0.014
H 0.522722 -1.640481 4.447234 0.02 -0.03 -0.02 0.112
H -0.749826 0.713250 3.883763 -0.01 0.04 -0.02 0.043
C -3.893366 2.227067 -2.234313 -0.05 0.05 0.03 -0.144
Si 1.195318 0.123311 2.448940 0.57 0.32 -0.91 0.653
H -1.849718 -1.412427 -0.120875 0.16 -0.14 -0.24 0.034
H 0.158901 2.160398 3.392829 -0.02 -0.07 0.02 0.045
H 0.903432 -4.593251 0.511555 0.01 0.00 -0.05 0.114
H -1.411807 1.899320 -2.634901 0.04 -0.01 0.02 0.132
C 0.786139 -1.679036 2.303471 0.20 -0.47 -0.28 -0.326
H 3.351429 0.432651 3.517407 0.01 -0.07 0.00 0.058
H -7.431488 1.411137 0.316643 0.00 0.00 0.01 0.117
C 0.594234 -3.638959 3.724102 0.00 -0.18 0.21 -0.027
C 6.588700 0.483381 -2.069291 -0.02 -0.06 0.03 0.045
C -1.654534 1.768152 -1.586974 -0.04 0.02 0.08 -0.068
C -4.731703 1.907691 0.452713 0.02 0.01 -0.05 0.038
H -2.990107 1.563973 2.295735 0.02 -0.02 -0.10 0.101
H -3.069427 1.494187 -4.082743 0.00 -0.01 -0.02 0.107
C 0.881122 -2.535071 1.156213 -0.15 0.58 0.57 -0.317
C 5.266662 1.026605 -2.004266 0.01 0.08 -0.05 -0.329
H 3.150278 1.692187 2.333326 -0.07 -0.06 -0.11 0.042
H -5.100282 1.814408 1.465910 -0.02 0.00 0.02 0.143
H 3.689972 -1.594298 -0.372982 -0.01 0.09 0.06 0.089
H -1.920129 0.604762 1.244421 -0.23 0.36 0.06 0.071
C 0.849935 -3.915927 1.355864 0.07 0.20 -0.26 -0.071
H 3.664193 0.036808 1.834053 -0.22 0.22 0.11 0.021
N 4.954222 2.201481 -2.519459 0.00 -0.16 0.09 -0.175
C 4.464062 -0.988644 -0.828835 -0.21 0.34 -0.07 -0.035
Si 0.571903 -1.924121 -0.583735 -0.45 -0.78 -0.05 0.467
H -1.613478 -2.934254 -0.988696 0.00 -0.04 0.03 0.059
C -3.399669 1.796110 0.208312 0.18 -0.01 0.01 -0.137
C -5.214858 2.325059 -1.906073 -0.09 0.01 0.05 0.046
C 0.730599 -4.461021 2.627099 0.00 -0.21 0.00 -0.025
C 0.622020 -2.264396 3.562667 -0.01 0.37 0.01 -0.084
C 4.190707 0.294353 -1.366521 0.02 -0.21 0.09 -0.313
C -7.101509 2.284852 -0.250705 0.00 -0.01 -0.03 0.009
C -2.447659 1.571849 1.350213 -0.24 -0.66 -0.10 -0.026
C -1.279731 -1.895045 -0.930187 -0.06 0.25 0.24 -0.194
O -0.603574 1.428684 -0.833928 0.38 -0.40 -0.07 -0.331
C 3.003966 0.620851 2.494137 0.06 -0.39 0.02 -0.210
H -1.704924 2.352042 1.394794 0.32 0.31 -0.01 0.087
H -7.246033 3.146323 0.408535 -0.01 0.02 0.02 0.124
C 1.458416 -2.802295 -1.971326 0.09 0.12 -0.01 -0.188
H 1.051436 -3.813796 -2.041916 -0.05 -0.04 0.01 0.057
H 1.279650 -2.324210 -2.937466 -0.02 -0.02 0.03 0.046
C 6.807769 -0.740101 -1.529163 -0.01 0.09 -0.04 -0.005
H 7.364252 1.061604 -2.551208 0.02 0.01 -0.01 0.144
C -5.663644 2.164700 -0.582873 0.03 0.00 -0.07 -0.148
```
Positions in Å, forces in eV/Å.

## Properties
net charge	+3
relative energy (zero: lowest compared OMol25 entry of this formula, charge and spin)	141.62	kJ/mol